No. 1
C36H66F6N9O12PS2 as an isolated structure at a distorted geometry. Source: the OMol25 dataset; level of theory: ωB97M-V with the def2-TZVPD basis set.

Summary:
Net charge: +1
Largest force on an atom, eV/A: 8.34
2S+1: 2
Calculated total energy, a.u.: -4543.42813
⟨S²⟩: 0.76

Cartesian coordinates (Å):
C1 2.460 0.402 0.769
C2 0.945 0.057 0.328
C3 0.362 1.001 -0.836
O1 -0.971 0.522 -1.101
C4 -1.628 1.285 -2.278
N1 0.706 -1.361 0.039
H1 -0.064 -1.407 -0.613
H2 1.423 -1.959 -0.344
H3 0.399 -1.789 0.901
H4 2.620 1.469 0.922
H5 3.188 -0.060 0.102
H6 2.815 -0.029 1.705
H7 0.304 0.190 1.200
H8 0.985 0.881 -1.722
H9 0.278 2.026 -0.474
H10 -1.611 2.370 -2.175
H11 -2.685 1.018 -2.277
H12 -0.964 1.170 -3.135
C5 4.112 -5.565 -1.016
F1 4.479 -6.304 -2.107
F2 3.976 -6.395 0.042
F3 5.155 -4.650 -0.659
S1 2.290 -4.680 -1.261
O2 1.738 -5.258 -2.530
O3 1.569 -5.037 -0.067
N2 2.615 -2.946 -1.362
S2 3.517 -2.699 -2.505
O4 4.497 -1.696 -2.196
O5 3.934 -3.861 -3.297
C6 2.439 -1.807 -3.736
F4 1.923 -0.738 -3.086
F5 3.148 -1.348 -4.747
F6 1.579 -2.696 -4.259
N3 1.380 0.986 5.576
C7 1.431 1.016 6.969
C8 1.103 -0.291 7.393
C9 0.944 -1.031 6.187
C10 1.159 -0.270 5.071
H13 1.595 1.787 4.999
H14 1.711 1.872 7.564
H15 0.982 -0.631 8.411
H16 0.597 -2.050 6.105
H17 1.088 -0.579 4.039
N4 3.515 -2.429 1.236
C11 4.781 -1.972 1.505
C12 4.832 -1.844 2.865
C13 3.612 -2.334 3.405
C14 2.800 -2.674 2.355
H18 3.112 -2.513 0.314
H19 5.638 -1.809 0.868
H20 5.750 -1.541 3.347
H21 3.298 -2.433 4.434
H22 1.828 -3.062 2.088
N5 1.550 4.418 2.885
C15 2.805 4.849 2.816
C16 3.728 3.798 3.032
C17 2.984 2.654 3.210
C18 1.663 3.104 3.270
H23 0.697 4.953 2.816
H24 3.058 5.880 2.618
H25 4.802 3.907 3.011
H26 3.426 1.686 3.396
H27 0.756 2.526 3.168
N6 -0.740 5.315 0.426
C19 -1.788 5.922 -0.261
C20 -1.389 6.029 -1.674
C21 -0.158 5.436 -1.774
C22 0.243 5.090 -0.539
H28 -0.721 5.294 1.435
H29 -2.682 6.269 0.237
H30 -2.016 6.398 -2.472
H31 0.391 5.265 -2.688
H32 1.184 4.646 -0.246
O6 -0.929 -2.235 2.087
P1 -2.348 -2.535 2.178
N7 -3.330 -1.590 1.101
C23 -3.315 -0.148 1.269
C24 -3.537 -2.018 -0.256
N8 -3.169 -2.392 3.685
C25 -2.549 -2.744 4.884
C26 -4.627 -2.409 3.691
N9 -2.538 -4.158 1.664
C27 -3.871 -4.907 1.838
C28 -1.567 -4.747 0.654
H33 -3.648 0.003 2.296
H34 -3.913 0.375 0.523
H35 -2.299 0.246 1.245
H36 -4.572 -1.828 -0.537
H37 -3.519 -3.105 -0.338
H38 -2.741 -1.586 -0.864
H39 -2.991 -2.342 5.796
H40 -2.651 -3.822 5.003
H41 -1.496 -2.465 4.829
H42 -4.977 -2.853 2.759
H43 -4.957 -2.891 4.611
H44 -5.079 -1.444 3.921
H45 -4.631 -4.362 1.276
H46 -3.698 -5.914 1.459
H47 -4.166 -5.103 2.868
H48 -1.104 -5.596 1.155
H49 -0.892 -3.949 0.344
H50 -2.022 -5.304 -0.165
C29 4.630 4.306 -0.845
C30 3.835 4.821 -2.137
O7 3.612 3.746 -3.064
C31 2.923 3.973 -4.270
O8 2.440 5.069 -4.592
O9 2.859 2.900 -4.943
C32 2.744 2.854 -6.330
H51 4.094 3.438 -0.462
H52 4.523 5.149 -0.161
H53 5.648 4.032 -1.121
H54 4.409 5.603 -2.634
H55 2.849 5.242 -1.941
H56 1.677 2.881 -6.553
H57 3.065 1.854 -6.619
H58 3.177 3.630 -6.962
C33 -6.652 -2.154 -4.629
C34 -6.548 -1.104 -3.523
O10 -6.437 0.225 -4.075
C35 -5.312 0.682 -4.614
O11 -4.232 0.133 -4.489
O12 -5.481 1.962 -5.216
C36 -4.580 2.538 -6.058
H59 -5.878 -2.042 -5.389
H60 -7.653 -2.058 -5.050
H61 -6.383 -3.121 -4.206
H62 -5.832 -1.372 -2.745
H63 -7.538 -1.094 -3.067
H64 -4.023 1.714 -6.504
H65 -3.991 3.342 -5.617
H66 -5.292 2.929 -6.785

No. 2
A 4-piece molecular cluster, C36H68Cl2NO11PSSi overall at a distorted geometry. Source: the OMol25 dataset; level of theory: ωB97M-V with the def2-TZVPD basis set.

Summary:
Net charge: 0
Largest force on an atom, eV/A: 2.83
Calculated total energy, a.u.: -4244.12047

Cartesian coordinates (Å):
C1 3.550 -2.233 1.860
C2 2.395 -2.216 2.506
C3 1.186 -1.360 2.065
C4 1.675 0.133 2.354
C5 1.719 1.083 1.143
C6 3.042 1.035 0.313
C7 2.824 0.686 -1.144
C8 3.633 -0.201 -1.806
C9 3.469 -0.492 -3.137
C10 2.476 0.118 -3.869
C11 1.647 0.992 -3.207
C12 1.817 1.280 -1.880
O1 1.000 -1.339 0.651
S1 0.878 -2.718 -0.251
O2 2.163 -2.883 -0.854
O3 0.807 -3.993 0.783
C13 -0.268 -4.150 1.721
C14 0.437 -4.996 2.854
C15 1.528 -5.939 2.290
C16 1.954 -6.937 3.404
Cl1 2.030 -8.607 2.763
C17 -1.235 -5.204 1.066
C18 -1.493 -5.021 -0.427
O4 -0.716 -5.298 -1.300
Cl2 -3.109 -4.360 -0.956
C19 -1.000 -2.900 2.292
C20 -2.027 -3.390 3.366
N1 -1.948 -2.484 1.245
C21 -0.103 -1.713 2.889
P1 -1.272 -0.227 2.668
O5 -1.260 0.378 1.310
Si1 0.143 -1.678 4.815
C22 -1.249 -0.746 5.744
C23 1.697 -0.745 5.405
C24 0.269 -3.296 5.779
H1 4.440 -2.612 2.359
H2 3.690 -1.844 0.856
H3 2.383 -2.823 3.410
H4 1.107 0.630 3.143
H5 2.694 0.133 2.746
H6 0.845 1.083 0.499
H7 1.736 2.091 1.588
H8 3.483 2.042 0.306
H9 3.789 0.400 0.795
H10 4.458 -0.699 -1.300
H11 4.131 -1.176 -3.660
H12 2.312 -0.046 -4.928
H13 0.851 1.511 -3.737
H14 1.141 1.993 -1.413
H15 -0.290 -5.529 3.466
H16 1.016 -4.241 3.393
H17 2.429 -5.373 2.044
H18 1.225 -6.438 1.368
H19 2.959 -6.672 3.740
H20 1.312 -6.843 4.282
H21 -2.209 -5.260 1.554
H22 -0.813 -6.209 1.149
H23 -1.627 -4.123 4.061
H24 -2.518 -2.542 3.850
H25 -2.867 -3.887 2.870
H26 -2.857 -2.211 1.574
H27 -1.574 -1.925 0.490
H28 -0.838 0.814 3.524
H29 -2.591 -0.593 3.008
H30 -2.250 -0.920 5.334
H31 -1.078 0.336 5.739
H32 -1.257 -1.056 6.795
H33 1.676 -0.878 6.497
H34 1.641 0.333 5.238
H35 2.630 -1.199 5.066
H36 1.081 -3.975 5.506
H37 0.542 -2.966 6.796
H38 -0.677 -3.818 5.952
C25 -2.878 2.484 -3.168
O6 -1.909 2.732 -4.174
C26 -2.456 3.328 -5.340
C27 -2.266 4.833 -5.352
O7 -2.973 5.468 -4.298
C28 -2.159 5.750 -3.172
H39 -2.353 2.354 -2.222
H40 -3.584 3.310 -3.064
H41 -3.426 1.564 -3.396
H42 -3.514 3.069 -5.444
H43 -1.922 2.904 -6.196
H44 -2.671 5.226 -6.290
H45 -1.203 5.091 -5.311
H46 -1.579 6.661 -3.349
H47 -1.478 4.928 -2.941
H48 -2.814 5.910 -2.316
C29 -4.080 2.375 1.834
O8 -4.527 1.712 3.016
C30 -3.758 2.035 4.163
C31 -4.411 3.115 5.005
O9 -4.494 4.350 4.313
C32 -5.762 4.571 3.717
H49 -4.894 2.347 1.111
H50 -3.819 3.418 2.025
H51 -3.215 1.854 1.415
H52 -2.742 2.329 3.875
H53 -3.686 1.122 4.765
H54 -3.791 3.288 5.890
H55 -5.402 2.797 5.344
H56 -6.471 4.931 4.470
H57 -6.160 3.669 3.248
H58 -5.643 5.337 2.951
C33 3.596 4.088 -8.963
O10 4.371 2.903 -9.027
C34 4.875 2.498 -7.763
C35 4.017 1.423 -7.124
O11 2.712 1.894 -6.820
C36 1.754 1.548 -7.805
H59 2.989 4.140 -9.867
H60 2.933 4.100 -8.097
H61 4.253 4.964 -8.929
H62 4.976 3.359 -7.095
H63 5.874 2.087 -7.933
H64 4.477 1.129 -6.176
H65 3.964 0.535 -7.763
H66 1.428 0.512 -7.662
H67 2.144 1.666 -8.818
H68 0.895 2.207 -7.683

No. 3
A 15-piece molecular cluster, C36H68N16O30 overall at a distorted geometry. Source: the OMol25 dataset; level of theory: ωB97M-V with the def2-TZVPD basis set.

Summary:
Net charge: 0
Largest force on an atom, eV/A: 2.53
Calculated total energy, a.u.: -4544.45986

Cartesian coordinates (Å):
C1 0.852 -6.940 2.522
C2 1.727 -5.839 1.905
O1 0.944 -4.613 1.936
C3 1.270 -3.847 0.836
C4 2.648 -3.427 0.726
N1 3.085 -2.670 -0.234
C5 2.121 -2.297 -1.131
C6 2.475 -1.430 -2.204
C7 3.909 -0.853 -2.367
C8 3.935 0.524 -1.655
C9 3.431 1.599 -2.397
C10 3.354 2.885 -1.880
C11 3.787 3.086 -0.569
C12 4.306 2.039 0.161
C13 4.392 0.728 -0.344
C14 4.964 -0.380 0.539
C15 1.553 -1.037 -3.136
C16 0.204 -1.499 -3.021
C17 -0.141 -2.327 -1.990
C18 -1.609 -2.769 -1.878
C19 -2.232 -1.977 -0.658
C20 -3.298 -0.936 -1.084
O2 -2.990 0.398 -0.665
C21 -3.032 0.530 0.746
C22 0.797 -2.762 -1.006
N2 0.302 -3.577 0.007
H1 1.362 -7.912 2.508
H2 0.542 -6.681 3.545
H3 -0.074 -6.953 1.924
H4 1.936 -6.071 0.848
H5 2.675 -5.702 2.449
H6 3.355 -3.761 1.490
H7 4.144 -0.750 -3.433
H8 4.595 -1.569 -1.900
H9 3.083 1.425 -3.418
H10 2.940 3.680 -2.520
H11 3.708 4.088 -0.131
H12 4.650 2.159 1.195
H13 4.139 -0.769 1.154
H14 5.790 0.041 1.129
H15 5.306 -1.216 -0.082
H16 1.845 -0.360 -3.939
H17 -0.521 -1.148 -3.758
H18 -1.702 -3.854 -1.748
H19 -2.129 -2.407 -2.775
H20 -1.430 -1.419 -0.149
H21 -2.628 -2.669 0.103
H22 -4.286 -1.179 -0.645
H23 -3.436 -0.872 -2.174
H24 -3.434 1.508 1.046
H25 -2.028 0.406 1.196
H26 -3.668 -0.251 1.205
C23 -6.157 3.277 3.143
N3 -5.784 1.840 3.065
O3 -6.501 1.104 2.420
O4 -4.778 1.498 3.658
H27 -7.069 3.436 2.571
H28 -6.308 3.514 4.194
H29 -5.333 3.852 2.725
C24 -10.399 5.151 0.929
N4 -9.488 4.151 1.546
O5 -8.357 4.063 1.103
O6 -9.937 3.485 2.455
H30 -9.864 5.666 0.138
H31 -11.254 4.616 0.531
H32 -10.700 5.846 1.709
C25 -4.553 0.455 -5.594
N5 -3.662 -0.572 -4.990
O7 -2.524 -0.648 -5.409
O8 -4.138 -1.264 -4.114
H33 -3.997 0.992 -6.354
H34 -5.402 -0.065 -6.028
H35 -4.867 1.122 -4.796
C26 0.350 -6.283 -2.541
N6 -0.457 -6.194 -3.788
O9 -1.629 -6.514 -3.724
O10 0.113 -5.808 -4.783
H36 -0.287 -6.642 -1.739
H37 1.163 -6.979 -2.728
H38 0.727 -5.288 -2.317
C27 -15.178 3.825 0.346
N7 -14.196 4.771 -0.250
O11 -14.492 5.307 -1.293
O12 -13.156 4.939 0.361
H39 -16.047 3.776 -0.301
H40 -14.694 2.856 0.421
H41 -15.445 4.207 1.328
C28 4.437 7.249 2.523
N8 4.552 6.069 1.625
O13 3.620 5.834 0.881
O14 5.575 5.419 1.696
H42 3.481 7.727 2.347
H43 4.509 6.892 3.547
H44 5.253 7.923 2.283
C29 6.336 -3.514 2.606
N9 7.204 -4.556 3.219
O15 8.296 -4.742 2.719
O16 6.758 -5.149 4.176
H45 6.862 -3.071 1.767
H46 5.425 -4.003 2.276
H47 6.129 -2.769 3.370
C30 8.823 -6.775 -0.185
N10 7.520 -6.285 -0.710
O17 7.482 -5.895 -1.854
O18 6.575 -6.313 0.060
H48 9.570 -6.694 -0.968
H49 9.084 -6.150 0.666
H50 8.687 -7.810 0.113
C31 3.768 10.688 0.486
N11 4.326 11.096 1.802
O19 4.581 12.271 1.959
O20 4.484 10.219 2.629
H51 3.680 11.566 -0.145
H52 4.445 9.970 0.050
H53 2.792 10.244 0.668
C32 -3.428 -9.414 -3.694
N12 -3.099 -10.861 -3.799
O21 -3.861 -11.569 -4.425
O22 -2.084 -11.233 -3.247
H54 -4.353 -9.228 -4.229
H55 -3.538 -9.179 -2.639
H56 -2.607 -8.857 -4.136
C33 1.368 5.652 -4.319
N13 0.679 6.971 -4.273
O23 0.530 7.488 -3.186
O24 0.315 7.435 -5.333
H57 1.634 5.362 -3.309
H58 0.677 4.937 -4.757
H59 2.256 5.768 -4.935
C34 5.331 -8.507 2.436
N14 4.000 -8.513 3.103
O25 3.112 -9.164 2.586
O26 3.893 -7.862 4.119
H60 5.276 -9.126 1.547
H61 5.566 -7.477 2.178
H62 6.052 -8.907 3.144
C35 -7.274 2.192 8.056
N15 -6.846 3.273 7.128
O27 -6.095 4.120 7.558
O28 -7.285 3.227 5.995
H63 -6.809 2.360 9.021
H64 -8.357 2.238 8.133
H65 -6.951 1.247 7.627
C36 7.782 8.708 -0.929
N16 6.480 8.801 -0.217
O29 5.525 8.234 -0.708
O30 6.461 9.443 0.818
H66 7.644 8.111 -1.824
H67 8.090 9.719 -1.180
H68 8.490 8.238 -0.253